Below is a molecular structure, C22H27BF4MnN2O11P2S, with properties calculated with ωB97M-V/def2-TZVPD.

The geometry in XYZ format:
```
71
Properties=species:S:1:pos:R:3:forces:R:3
Mn -0.701 -0.301 -0.194 -0.16 0.24 -0.22
O -0.607 -2.009 3.594 0.04 0.05 -0.06
C -0.099 -1.395 2.653 -0.13 -0.08 -0.11
O -0.419 -1.516 1.422 0.22 -0.03 0.22
C 1.099 -0.486 3.004 0.03 0.08 0.00
C 2.377 -0.817 2.205 -0.01 0.04 -0.03
C 3.606 -0.444 3.048 0.01 0.03 0.01
C 3.537 1.107 2.987 -0.01 -0.02 0.02
C 2.332 1.320 2.050 0.00 -0.03 -0.05
O 2.435 0.187 1.180 0.01 0.01 0.13
C 1.023 1.071 2.818 0.04 -0.09 0.00
C -0.173 1.737 2.107 -0.06 0.09 0.02
O -0.806 2.573 2.756 0.06 -0.09 -0.11
O -0.349 1.456 0.872 -0.09 0.27 0.02
H 1.282 -0.690 4.058 0.00 0.01 0.03
H 2.386 -1.803 1.747 0.00 0.00 -0.01
H 4.517 -0.815 2.575 0.00 0.00 0.00
H 3.554 -0.841 4.061 -0.01 0.01 0.00
H 4.447 1.530 2.556 -0.01 -0.01 -0.01
H 3.376 1.568 3.963 0.01 -0.01 0.00
H 2.345 2.234 1.460 0.00 0.00 0.00
H 1.066 1.551 3.794 0.00 -0.01 0.03
N -3.585 0.233 -3.634 0.01 -0.02 0.00
C -3.770 1.013 -2.344 -0.02 -0.02 -0.09
C -4.959 1.943 -2.536 0.03 -0.03 -0.03
P -2.165 1.937 -2.291 -0.14 0.32 0.31
O -2.252 2.888 -1.014 -0.03 -0.17 -0.08
O -2.166 2.735 -3.559 -0.02 -0.07 -0.03
O -1.106 0.888 -2.105 0.09 -0.17 -0.08
P -4.028 -0.170 -0.908 0.07 0.27 0.08
O -3.900 -1.599 -1.652 0.09 -0.12 0.00
O -5.421 0.003 -0.441 0.03 0.01 -0.02
O -2.836 0.066 -0.021 -0.12 -0.46 0.04
H -4.454 -0.213 -3.914 -0.05 -0.08 0.02
H -2.873 -0.513 -3.551 0.05 -0.02 0.04
H -3.268 0.900 -4.345 0.01 0.07 -0.02
H -4.777 2.637 -3.362 0.00 -0.01 0.01
H -5.109 2.515 -1.623 0.02 0.00 -0.01
H -5.875 1.369 -2.701 0.01 0.01 0.01
H -1.906 2.430 -0.215 0.11 0.08 -0.01
H -3.005 -1.984 -1.581 -0.07 0.10 0.00
F -1.216 -2.194 -1.848 -0.12 -0.17 -0.14
B -1.072 -2.770 -3.155 0.12 0.12 -0.01
F -1.582 -4.064 -3.151 0.04 0.13 -0.02
F -1.839 -1.958 -4.055 0.02 -0.01 0.08
F 0.270 -2.747 -3.537 -0.16 -0.03 0.03
N 1.215 -0.502 -1.282 0.06 -0.37 0.06
S 1.363 0.012 -2.754 -0.15 0.07 -0.05
C 2.954 -0.589 -3.357 0.02 0.03 0.04
C 3.642 0.049 -4.382 0.04 0.00 -0.02
C 4.821 -0.503 -4.864 -0.03 0.01 0.01
C 5.307 -1.688 -4.326 0.02 0.00 -0.02
C 4.607 -2.323 -3.310 -0.04 -0.01 0.04
C 3.425 -1.778 -2.824 0.04 -0.03 -0.04
C 1.757 1.764 -2.728 0.07 0.05 -0.02
C 2.733 2.253 -1.869 0.02 0.02 -0.01
C 2.961 3.617 -1.810 -0.01 -0.01 0.00
C 2.205 4.483 -2.595 0.00 -0.02 0.00
C 1.216 3.986 -3.429 0.00 -0.01 -0.01
C 0.983 2.616 -3.496 0.01 0.00 -0.04
H 1.991 -0.245 -0.676 -0.03 0.06 0.01
H 3.268 0.980 -4.791 0.00 -0.02 0.01
H 5.363 -0.002 -5.657 0.00 0.00 0.00
H 6.229 -2.116 -4.702 -0.01 0.01 0.01
H 4.976 -3.253 -2.894 0.00 0.01 -0.01
H 2.848 -2.264 -2.047 0.01 0.02 0.00
H 3.291 1.573 -1.234 -0.01 0.00 -0.02
H 3.711 4.010 -1.135 0.00 0.00 0.00
H 2.370 5.552 -2.529 0.00 -0.01 0.00
H 0.590 4.660 -4.001 -0.01 -0.03 0.02
H 0.157 2.226 -4.081 0.11 0.06 0.03
```
Forces are in eV/Å.

Summary:
spin multiplicity = 6
<S²> = 8.753
HOMO-LUMO gap (alpha / beta) = 6.67 / 7.51 eV
charge = -2


Below is a molecular structure, C22H27BaBrN8O3P in a non-equilibrium geometry, with properties calculated with ωB97M-V/def2-TZVPD.

The geometry in XYZ format:
```
63
Properties=species:S:1:pos:R:3:forces:R:3
Ba -0.746 0.094 -0.997 -2.83 -1.73 0.74
C -0.770 -1.847 4.651 0.31 -0.01 0.56
N -1.448 -1.735 3.387 -0.13 0.02 -0.25
C -2.695 -2.186 3.098 -0.30 -0.13 -0.03
C -2.924 -1.864 1.788 0.01 -0.12 0.25
N -1.844 -1.226 1.280 0.24 -0.01 0.16
C -0.964 -1.156 2.262 -0.06 -0.08 0.14
P 0.658 -0.342 2.235 -0.39 -0.22 -0.03
C -0.010 1.271 1.708 0.05 -0.05 0.34
N -1.061 1.490 0.936 -0.26 1.21 1.97
C -1.264 2.824 0.937 -0.03 0.23 0.16
C -0.350 3.428 1.749 -0.13 0.24 -0.14
N 0.432 2.436 2.246 -0.23 0.03 -0.29
C 1.507 2.643 3.176 0.62 0.21 0.45
C 1.274 -1.283 0.789 0.11 0.04 0.42
N 0.563 -1.722 -0.234 1.43 -2.20 0.87
C 1.332 -2.618 -0.892 0.20 -0.21 0.15
C 2.526 -2.746 -0.244 0.04 -0.18 -0.20
N 2.482 -1.906 0.822 -0.18 0.02 -0.43
C 3.515 -1.816 1.817 0.36 -0.04 0.57
H -1.410 -2.377 5.354 0.04 0.05 -0.06
H -0.547 -0.855 5.051 -0.03 -0.13 0.02
H 0.166 -2.401 4.543 -0.13 0.05 0.02
H -3.295 -2.684 3.832 -0.14 -0.12 0.12
H -3.792 -2.060 1.193 -0.24 -0.07 -0.07
H -2.051 3.269 0.362 -0.15 0.17 -0.08
H -0.202 4.458 2.002 0.07 0.17 0.10
H 1.207 3.389 3.914 0.02 -0.12 -0.07
H 2.410 2.999 2.670 -0.11 -0.10 0.03
H 1.729 1.709 3.690 0.04 0.08 -0.02
H 0.983 -3.118 -1.774 0.03 -0.06 -0.19
H 3.380 -3.358 -0.451 0.18 -0.07 -0.02
H 4.491 -1.877 1.339 -0.05 0.07 0.00
H 3.412 -2.646 2.523 0.07 0.12 -0.01
H 3.443 -0.873 2.356 0.05 -0.05 -0.07
C -5.286 -0.021 -4.428 -0.20 0.18 -0.47
N -4.270 -0.186 -3.408 0.26 0.01 0.14
C -4.569 -0.979 -2.229 0.20 -0.11 0.36
C -3.068 0.386 -3.471 -0.53 0.05 -0.57
C -2.668 1.208 -4.665 0.08 -0.11 0.12
O -2.266 0.245 -2.527 -3.15 0.32 -3.24
H -6.200 -0.524 -4.118 0.10 0.04 0.04
H -4.964 -0.459 -5.374 -0.08 0.03 0.02
H -5.514 1.035 -4.579 -0.05 -0.07 -0.04
H -5.518 -1.493 -2.354 0.04 0.04 -0.05
H -4.613 -0.340 -1.344 -0.05 -0.08 -0.01
H -3.776 -1.714 -2.072 -0.14 0.01 0.03
H -3.332 1.122 -5.517 -0.04 -0.01 -0.02
H -1.663 0.902 -4.955 -0.03 0.02 0.02
H -2.610 2.253 -4.359 -0.03 0.02 0.00
Br 6.952 0.620 -2.470 -0.22 0.09 0.19
C 5.439 0.917 -1.361 0.05 -0.06 -0.15
C 5.610 1.283 -0.030 0.32 -0.18 -0.39
N 4.588 1.436 0.791 -0.08 0.14 0.57
C 3.369 1.295 0.308 -0.14 -0.02 -0.19
C 3.091 0.972 -1.014 0.18 0.03 0.14
C 4.158 0.750 -1.869 0.08 0.01 0.16
C 1.652 0.898 -1.443 2.49 0.62 -0.32
O 1.305 0.045 -2.268 1.01 -0.35 -1.48
O 0.880 1.689 -0.867 1.34 2.33 0.32
H 6.591 1.444 0.393 0.17 -0.04 -0.10
H 2.556 1.429 1.009 -0.09 0.10 -0.06
H 3.989 0.469 -2.897 -0.01 -0.04 -0.10
```
Forces are in eV/Å.

Summary:
spin multiplicity = 1
HOMO-LUMO gap = 9.21 eV
charge = +1


Below is a molecular structure, C22H27BaCl4F6N8O3, with properties calculated with ωB97M-V/def2-TZVPD.

The geometry in XYZ format:
```
71
Properties=species:S:1:pos:R:3:forces:R:3
Ba -0.220 -0.380 -0.867 -0.27 0.07 -0.03
N 1.667 1.904 -0.886 -0.09 0.01 0.04
C 2.383 1.928 0.387 0.03 -0.03 -0.04
C 1.516 2.479 1.510 -0.04 -0.01 0.00
N 0.397 1.603 1.906 0.02 0.03 -0.01
C -0.850 2.361 2.044 0.04 0.02 -0.03
C -1.431 2.947 0.767 -0.03 -0.03 0.01
N -1.843 1.910 -0.163 -0.01 -0.11 0.00
C 0.653 0.984 3.217 0.04 -0.07 -0.01
C 1.886 0.091 3.329 -0.11 -0.01 -0.02
N 1.596 -1.308 3.003 -0.04 -0.06 0.01
H 2.057 1.213 -1.532 0.03 0.08 0.00
H 1.659 2.809 -1.339 0.04 0.01 0.01
H 3.304 2.526 0.348 0.01 -0.01 -0.01
H 2.663 0.896 0.603 0.01 0.01 0.04
H 1.118 3.445 1.187 -0.01 0.01 0.02
H 2.146 2.692 2.385 0.01 0.00 0.00
H -0.717 3.186 2.769 0.00 -0.01 0.00
H -1.592 1.687 2.478 -0.01 0.00 0.00
H -0.693 3.572 0.262 0.01 0.00 0.00
H -2.252 3.614 1.070 0.00 0.00 0.00
H -2.190 2.289 -1.035 -0.02 0.01 0.01
H -2.589 1.318 0.195 0.05 0.09 -0.01
H -0.218 0.376 3.475 0.00 0.00 0.02
H 0.730 1.785 3.975 0.02 0.00 -0.01
H 2.224 0.130 4.367 -0.01 0.00 0.01
H 2.701 0.495 2.717 0.01 0.01 0.02
H 2.479 -1.811 3.049 0.01 0.03 0.01
H 1.392 -1.370 2.004 0.20 0.17 -0.02
Cl 5.938 -3.190 -3.861 -0.02 0.02 0.01
C 4.825 -2.587 -2.670 0.07 -0.08 0.03
C 4.979 -2.926 -1.343 -0.01 0.00 -0.05
Cl 6.281 -3.958 -0.835 -0.01 0.02 0.00
C 4.052 -2.440 -0.405 -0.04 0.00 -0.02
Cl 4.261 -2.822 1.287 0.06 0.00 0.04
C 2.957 -1.646 -0.750 0.10 -0.01 0.02
O 2.086 -1.214 0.109 -0.05 -0.03 0.05
C 2.809 -1.273 -2.149 0.08 0.01 -0.02
O 1.827 -0.500 -2.491 0.00 -0.12 0.02
C 3.757 -1.763 -3.055 -0.09 0.05 0.02
Cl 3.565 -1.302 -4.720 0.01 -0.01 -0.01
N 0.641 -3.908 1.837 -0.09 0.14 0.01
C 1.383 -4.468 0.826 0.09 -0.10 0.02
C 0.793 -4.076 -0.333 -0.15 0.07 -0.05
N -0.287 -3.262 -0.068 0.13 -0.26 0.11
C -0.336 -3.174 1.241 0.01 0.06 -0.23
C -1.320 -2.377 1.964 0.05 0.00 0.06
N -1.749 -1.194 1.593 -0.04 -0.13 -0.05
C -2.725 -0.858 2.495 -0.01 0.14 0.07
C -2.866 -1.830 3.435 0.16 -0.15 -0.05
N -1.950 -2.802 3.088 -0.18 0.11 0.01
H 0.972 -3.712 2.769 -0.02 -0.05 0.01
H 2.272 -5.041 1.018 -0.02 0.00 -0.01
H 1.096 -4.306 -1.341 -0.01 0.02 -0.01
H -3.276 0.065 2.413 -0.01 -0.02 0.00
H -3.514 -1.921 4.288 0.00 -0.03 0.01
H -1.843 -3.710 3.505 0.01 0.02 0.03
C -4.117 -1.929 -3.071 0.02 0.04 0.01
C -3.857 -0.698 -2.185 -0.05 -0.08 0.11
O -2.597 -0.600 -1.751 0.09 0.15 -0.08
C -4.807 -0.800 -0.957 -0.04 0.02 -0.06
F -4.554 -1.921 -0.264 0.01 -0.01 0.02
F -4.658 0.228 -0.091 0.02 0.00 0.02
F -6.125 -0.834 -1.269 0.01 -0.01 0.00
C -4.231 0.562 -3.012 0.00 -0.02 -0.01
F -5.493 0.554 -3.500 0.01 0.00 -0.02
F -3.413 0.678 -4.071 -0.02 0.01 0.02
F -4.110 1.709 -2.308 0.01 0.00 -0.01
H -3.823 -2.810 -2.505 -0.01 -0.01 0.00
H -3.474 -1.854 -3.946 0.00 0.00 0.00
H -5.158 -2.016 -3.385 0.00 -0.03 -0.01
```
Forces are in eV/Å.

Summary:
spin multiplicity = 1
HOMO-LUMO gap = 5.81 eV
charge = -1


Below is a molecular structure, C22H27BrCl3N2O2Pd in a non-equilibrium geometry, with properties calculated with ωB97M-V/def2-TZVPD.

The geometry in XYZ format:
```
58
Properties=species:S:1:pos:R:3:forces:R:3
Pd 1.084 2.542 0.535 1.58 1.88 -0.77
C -3.869 -3.314 3.010 0.14 0.13 -0.09
C -3.162 -3.624 1.682 -0.61 -0.09 0.83
C -2.335 -4.932 1.863 0.41 0.00 -0.42
C -4.252 -3.848 0.591 0.27 0.08 -0.52
C -2.262 -2.551 1.238 0.21 -0.01 -0.32
C -2.086 -1.336 2.012 -0.22 -0.18 0.17
C -1.260 -0.395 1.566 0.28 0.50 0.00
Br -0.961 1.197 2.486 -0.38 -0.42 0.22
C -0.489 -0.519 0.286 -0.33 -0.49 0.09
O 0.245 0.371 -0.075 0.10 0.30 0.13
C -0.685 -1.798 -0.504 0.21 0.19 -0.16
C -1.537 -2.712 0.007 -0.09 -0.06 0.08
C 0.069 -1.993 -1.798 0.02 -0.25 -0.27
C 1.588 -1.976 -1.520 -0.08 0.22 0.17
C -0.275 -3.346 -2.435 -0.02 0.13 0.14
C -0.315 -0.886 -2.804 0.05 0.17 0.24
H -4.520 -4.139 3.288 0.02 -0.06 -0.09
H -4.499 -2.427 2.923 0.01 0.00 0.11
H -3.147 -3.192 3.821 -0.08 0.06 0.04
H -3.004 -5.719 2.207 -0.10 0.10 0.04
H -1.534 -4.801 2.591 -0.08 0.00 0.07
H -1.889 -5.262 0.924 -0.02 -0.05 0.02
H -4.926 -4.632 0.933 0.05 0.02 0.13
H -3.818 -4.173 -0.355 -0.05 -0.04 0.01
H -4.826 -2.940 0.407 -0.04 -0.02 0.09
H -2.620 -1.198 2.941 -0.04 -0.10 -0.02
H -1.694 -3.630 -0.536 -0.03 -0.03 0.02
H 1.875 -2.781 -0.842 0.02 -0.01 -0.04
H 1.909 -1.026 -1.090 0.06 -0.04 0.01
H 2.120 -2.108 -2.461 -0.06 -0.10 0.00
H 0.007 -4.175 -1.784 -0.03 -0.05 -0.07
H 0.285 -3.453 -3.363 0.00 0.00 0.00
H -1.337 -3.410 -2.682 0.03 -0.08 -0.03
H -0.069 0.106 -2.426 -0.04 0.01 -0.05
H -1.380 -0.917 -3.038 0.02 -0.01 -0.05
H 0.247 -1.036 -3.726 -0.05 -0.10 0.00
O 0.567 3.766 2.350 -0.25 -0.86 -0.35
C 1.156 5.050 2.546 0.12 0.29 0.07
C 2.056 5.298 1.398 0.06 0.00 -0.09
C 2.775 6.478 1.315 0.04 -0.02 -0.07
C 3.608 6.694 0.235 0.08 0.10 -0.03
C 3.708 5.722 -0.751 -0.06 0.01 0.11
C 2.973 4.568 -0.621 0.11 0.25 0.03
N 2.163 4.364 0.437 -0.58 -1.38 -0.27
H -0.030 3.576 3.084 -0.01 -0.07 -0.05
H 1.724 5.070 3.478 -0.01 -0.08 0.03
H 0.385 5.821 2.590 -0.07 -0.04 -0.01
H 2.672 7.216 2.100 -0.01 -0.02 0.00
H 4.177 7.612 0.159 -0.01 0.00 0.02
H 4.348 5.853 -1.612 -0.01 -0.02 -0.01
H 3.029 3.800 -1.364 0.05 0.09 0.00
Cl 4.292 2.801 -3.786 -0.04 0.00 0.04
C 3.188 1.436 -3.565 0.18 0.01 -0.30
Cl 1.978 1.390 -4.838 -0.03 0.01 0.05
Cl 4.075 -0.074 -3.447 -0.01 0.02 0.05
C 2.496 1.678 -2.288 -0.10 -0.19 0.05
N 1.982 1.915 -1.297 -0.58 0.26 1.03
```
Forces are in eV/Å.

Summary:
spin multiplicity = 1
HOMO-LUMO gap = 6.51 eV
charge = +3